C4H10N2 | the ωB97M-V functional and the def2-TZVPD basis

Atoms and positions in Å:
C 0.27904 -0.33857 -0.50385
C 1.49810 1.02052 0.06259
C 0.70135 -1.51040 0.36444
C -0.93092 0.34534 -0.04833
N -2.13141 0.02950 -0.62875
N -0.74206 1.38076 0.70169
H 0.24915 -0.59447 -1.56578
H -2.93401 0.62186 -0.49410
H -2.20966 -0.78708 -1.20790
H -1.57189 1.70598 1.20313
H 1.72653 -1.81525 0.13533
H 1.54172 1.36968 1.08592
H 2.37501 0.38983 -0.05085
H 1.42468 1.79584 -0.68911
H 0.05382 -2.37942 0.21738
H 0.67054 -1.23413 1.41819

Properties
2S+1   1
ΔE to the lowest compared entry with this formula, charge and spin   2.1600 eV
Total charge   0

C13H33GaN2O4 | the ωB97M-V functional and the def2-TZVPD basis

Atoms and positions in Å:
C 2.45486 2.08071 -0.81281
C 2.82478 2.84033 -2.07238
O 3.45911 2.36048 -2.96306
O 2.31724 4.07864 -2.09061
C 0.89036 4.00655 -2.53796
Ga -0.49527 3.35888 -1.14615
N -2.06749 4.44867 -1.34940
C -0.79149 1.33520 -1.49393
C -2.13181 0.76388 -1.96172
O -2.98168 1.65443 -2.68116
H 1.81591 1.23649 -1.10541
H 1.92499 2.70431 -0.09222
H 3.37882 1.67731 -0.37695
H 0.69242 5.01729 -2.90771
H 0.90871 3.33991 -3.41473
H 0.15654 3.48788 0.34615
H -1.78095 5.42529 -1.34266
H -2.68988 4.35002 -0.55079
H 0.00099 1.02067 -2.19623
H -0.56253 0.83547 -0.54197
H -1.96545 -0.14277 -2.57533
H -2.73234 0.44458 -1.09482
H -2.44191 2.34084 -3.09644
C -0.55386 -2.52446 -1.03067
C -0.29402 -3.03632 0.37297
N 0.91777 -2.43423 1.06544
C 2.13782 -2.78536 0.26503
C 1.11558 -3.08651 2.41656
C 0.03617 -2.88454 3.46620
C 0.88897 -0.92109 1.12219
C -0.29969 -0.19832 1.73356
O -1.48303 -0.51713 1.05118
C -2.67901 -0.35959 1.79940
H 0.23942 -2.78698 -1.72937
H -1.46637 -3.00356 -1.38548
H -0.72460 -1.44937 -1.05641
H -0.10202 -4.11146 0.36367
H -1.15078 -2.84639 1.00820
H 2.18222 -3.86590 0.14870
H 3.01713 -2.42825 0.79574
H 2.08531 -2.30398 -0.70562
H 2.07442 -2.72147 2.78466
H 1.22591 -4.14812 2.19500
H 0.14573 -1.94235 3.99503
H 0.14714 -3.67895 4.20402
H -0.97374 -2.95039 3.06679
H 0.99747 -0.59886 0.08693
H 1.79126 -0.62162 1.65844
H -0.05267 0.86588 1.60683
H -0.40367 -0.37958 2.80429
H -2.52934 0.29247 2.66228
H -3.04842 -1.33138 2.14409
H -3.42498 0.09276 1.14866

Properties
2S+1   1
Calculated total energy   -2850.2079 hartree
Total charge   0

C12H11N4O3S2W | the ωB97M-V functional and the def2-TZVPD basis

Atoms and positions in Å:
W 0.33677 0.50451 0.73268
O 3.47967 -1.76389 0.11598
C 2.80307 -0.81049 0.19898
O 1.39017 -0.86769 0.25518
C 3.16457 0.65801 0.18848
C 4.19147 1.11231 -0.63512
C 4.44267 2.47831 -0.74782
C 3.67827 3.39431 -0.03372
C 2.69907 2.96551 0.85168
C 2.40417 1.59151 0.99128
S 1.55797 1.10861 2.57788
H 4.79397 0.39151 -1.17672
H 5.24587 2.82641 -1.38342
H 3.89057 4.45001 -0.12412
H 2.21907 3.67961 1.51198
C -4.32293 -3.08749 -0.16552
N -3.23443 -2.18959 0.15848
C -3.07403 -1.56409 1.45208
C -1.83683 -0.77089 1.22318
O -1.18043 0.02481 1.98068
N -1.38493 -0.92709 -0.02202
C -2.26723 -1.80309 -0.66842
N -2.14333 -2.16059 -1.92502
H -4.80123 -3.42949 0.75068
H -3.95273 -3.96189 -0.70002
H -5.07353 -2.58399 -0.77822
H -2.96043 -2.29189 2.27108
H -3.93343 -0.93339 1.73518
H -1.36813 -1.86299 -2.50312
H -2.83253 -2.76099 -2.36532
S -1.02993 3.88081 -2.18872
C -0.62163 2.79431 -1.19172
N -0.27963 1.90891 -0.38632

Properties
2S+1   1
ΔE to the lowest compared entry with this formula, charge and spin   0.5973 eV
Total charge   +3

C17H58N8O17 | the ωB97M-V functional and the def2-TZVPD basis

Atoms and positions in Å:
N -3.78823 -1.87798 -0.72058
C -4.25223 -1.62166 -1.96095
N -3.25527 -1.49626 -2.86706
O -5.45428 -1.48652 -2.25231
H -2.83630 -2.19867 -0.69323
H -4.38547 -2.26650 -0.02618
H -2.30446 -1.21602 -2.60186
H -3.52879 -1.09887 -3.74609
N 0.24901 2.04736 3.44628
C -0.90951 2.74868 3.40580
N -1.86635 2.23167 4.22262
O -1.06572 3.77606 2.71338
H 0.95639 2.12940 2.75001
H 0.21246 1.17707 3.96276
H -2.61318 2.85620 4.47221
H -1.82256 1.26651 4.55474
N 0.05112 -3.23514 -3.38514
C 1.03034 -4.13438 -3.17691
N 1.19698 -4.31848 -1.84568
O 1.65407 -4.73619 -4.05144
H -0.54855 -3.04193 -2.58525
H -0.39600 -3.15772 -4.27355
H 1.97015 -4.92425 -1.63573
H 0.88547 -3.65833 -1.11632
N 3.49464 -0.65292 -0.40643
C 2.91519 -1.83534 -0.06764
N 3.85170 -2.82893 0.07263
O 1.71511 -2.03205 0.15525
H 4.46406 -0.59524 -0.67643
H 2.81421 -0.00685 -0.82849
H 3.52185 -3.78444 0.22390
H 4.78098 -2.69640 -0.29204
O 2.64575 4.97599 -3.25437
C 1.30415 5.34464 -3.52546
C 0.45257 4.17437 -3.81389
O 0.27141 3.28992 -2.75542
H 3.12748 4.60623 -3.99914
H 0.89396 5.71013 -2.57792
H 1.24619 6.13399 -4.27873
H 0.95434 3.50431 -4.55490
H -0.54148 4.48900 -4.17121
H -0.06051 3.82716 -2.00439
O -0.39122 -5.05341 2.98977
C 0.55591 -4.20726 2.31929
C 1.91977 -4.28011 2.93459
O 2.22314 -5.72977 2.92377
H 0.09287 -5.87300 3.09286
H 0.61471 -4.44580 1.25003
H 0.16040 -3.19410 2.45059
H 1.92652 -3.88627 3.98429
H 2.73511 -3.65617 2.48161
H 2.68842 -5.86674 3.75225
O -1.78770 -3.81288 5.62045
C -1.17247 -2.62990 5.23723
C -1.84351 -1.75173 4.13898
O -1.13778 -0.59290 3.80455
H -1.70098 -4.48814 4.93438
H -1.03748 -2.00960 6.12635
H -0.17457 -2.83420 4.82311
H -2.82304 -1.39876 4.50648
H -2.01067 -2.40624 3.26228
H -0.83381 -0.54755 2.87610
O 1.82070 0.95656 -2.53341
C 1.82370 0.44410 -3.91618
C 2.53223 -0.86450 -3.91427
O 3.90863 -0.75459 -3.74938
H 1.36522 1.80587 -2.58119
H 0.79809 0.36980 -4.25000
H 2.35170 1.17460 -4.52313
H 2.27952 -1.44387 -4.84214
H 2.09301 -1.46215 -3.10958
H 4.12813 0.09571 -3.34420
O -0.57516 -0.51013 -1.69987
C -1.22252 0.55461 -0.99931
C -0.45287 0.86883 0.24578
O -0.28677 -0.30407 1.11105
H 0.27986 -0.20670 -2.04721
H -1.43513 1.45601 -1.59442
H -2.17757 0.11038 -0.69298
H -1.04093 1.61047 0.77972
H 0.54110 1.26291 0.03593
H 0.44331 -0.85571 0.76110
C -4.24489 0.72702 1.91568
O -5.01523 1.52326 1.01030
H -4.13482 1.31008 2.84275
H -4.73142 -0.23071 2.08189
H -3.25023 0.57203 1.49227
H -5.29267 1.08484 0.19860
C 2.40073 4.35559 0.47275
O 3.13782 4.79541 1.60180
H 2.94570 3.76487 -0.26022
H 1.52679 3.76215 0.85286
H 1.93296 5.25660 0.04859
H 3.69054 4.22265 2.12708
C -1.71664 4.71414 -0.10369
O -1.81581 4.34859 -1.51786
H -1.90029 5.78885 -0.02728
H -2.39767 4.20434 0.56722
H -0.66355 4.55485 0.15437
H -2.67986 4.21416 -1.93719

Properties
2S+1   1
Calculated total energy   -2399.6859 hartree
Total charge   0
SMILES string   NC(N)=O.NC(N)=O.NC(N)=O.NC(N)=O.OCCO.OCCO.OCCO.OCCO.OCCO.CO.CO.CO

C24H29I2N3PPtS | the ωB97M-V functional and the def2-TZVPD basis

Atoms and positions in Å:
Pt -0.01890 -0.08092 0.09521
I 2.73870 0.58859 0.55090
C 2.12543 2.58171 0.15856
I 0.04303 2.54454 -0.30223
H 2.67086 2.97141 -0.69180
H 2.27002 3.18141 1.04817
C -3.18388 0.05763 2.14044
N -3.21431 -1.29622 1.59240
C -3.39371 -2.35201 2.58885
C -2.89032 -1.54578 0.32150
S -2.13881 -0.29740 -0.65849
N -3.28158 -2.66663 -0.27243
C -2.66916 -3.11624 -1.52638
C -4.46216 -3.41666 0.14918
H -3.84016 0.07674 3.00889
H -3.53987 0.77352 1.40671
H -2.17483 0.34401 2.44328
H -2.76662 -2.11879 3.44947
H -3.07413 -3.30934 2.19275
H -4.43070 -2.41176 2.92262
H -1.61335 -2.85783 -1.52332
H -3.17421 -2.67536 -2.38608
H -2.77565 -4.19987 -1.57033
H -5.09087 -2.80042 0.78620
H -4.19594 -4.33572 0.67282
H -5.02587 -3.67442 -0.74654
N 0.15790 -2.02708 0.30976
P 0.88293 -2.71441 1.51818
C 2.31807 -3.65652 0.93680
C 2.82274 -3.36257 -0.32563
C 3.95063 -4.02382 -0.79447
C 4.56918 -4.98224 -0.00560
C 4.05892 -5.28978 1.25044
C 2.93428 -4.63099 1.72045
C -0.12521 -3.96379 2.36620
C -0.86971 -4.82277 1.55624
C -1.66667 -5.80320 2.12460
C -1.73483 -5.92721 3.50879
C -0.98873 -5.08375 4.31797
C -0.17735 -4.10879 3.74822
C 1.52220 -1.64304 2.83999
C 0.61992 -0.77453 3.45468
C 1.04688 0.12813 4.41272
C 2.39146 0.17426 4.76606
C 3.29574 -0.68431 4.16211
C 2.86430 -1.59306 3.20194
H 2.30036 -2.63592 -0.93774
H 4.33871 -3.79926 -1.77943
H 5.44524 -5.50081 -0.37239
H 4.53555 -6.04708 1.85877
H 2.53320 -4.87951 2.69680
H -0.81064 -4.71710 0.47940
H -2.22724 -6.48090 1.49246
H -2.35806 -6.69205 3.95350
H -1.02988 -5.18854 5.39432
H 0.40684 -3.45724 4.38675
H -0.42178 -0.80499 3.16120
H 0.33807 0.79569 4.88620
H 2.72996 0.87791 5.51526
H 4.34191 -0.65051 4.43662
H 3.58001 -2.25722 2.73458

Properties
2S+1   1
ΔE to the lowest compared entry with this formula, charge and spin   0.2515 eV
Total charge   +1

C2H6S2 | the ωB97M-V functional and the def2-TZVPD basis

Atoms and positions in Å:
C -1.64628 -1.49670 1.45442
C -1.11562 -0.24859 0.70993
S 0.76762 -0.27357 0.43424
S 0.56475 1.09554 -1.51940
H -1.08643 -1.59459 2.38614
H -1.52403 -2.41779 0.89076
H -2.70221 -1.25794 1.60466
H -1.12212 0.67952 1.29320
H -1.63665 -0.23159 -0.24143
H 1.76221 1.19615 -0.90660

Properties
2S+1   2
ΔE to the lowest compared entry with this formula, charge and spin   1.9782 eV
⟨S²⟩   0.7567
Total charge   +1

C40H90BrN4O14 | the ωB97M-V functional and the def2-TZVPD basis

Atoms and positions in Å:
C 3.51333 5.26971 -0.14933
C 3.49353 3.62792 -0.46781
N 2.47130 3.28074 -1.49674
C 2.64288 1.97338 -2.19619
C 4.11231 1.68092 -2.85838
C 4.59167 2.72587 -4.01891
C 4.83154 4.27018 -3.52934
N 3.56638 5.13001 -3.73065
C 1.59500 2.04050 -3.50441
O 0.17899 2.27073 -3.06222
C -0.18560 1.00495 -2.41287
C 0.69605 0.82666 -1.00182
C 0.10245 -0.51967 -0.28992
C -0.76409 -0.02942 1.04463
C -2.11516 0.75256 0.45333
C -3.08049 1.35524 1.65686
C -2.60196 2.84714 2.17108
N -2.67532 3.92805 1.11071
N 2.16565 0.73717 -1.42021
C 3.09920 0.28532 -0.32437
C 3.62808 -1.29049 -0.51327
O 4.05039 -1.80566 -1.67045
Br 3.63961 -2.47012 1.15128
H 2.60483 5.83825 -0.61832
H 4.50387 5.67489 -0.67672
H 3.66565 5.43593 0.99898
H 4.60121 3.34181 -0.69170
H 3.21744 3.12324 0.56854
H 1.50272 3.48516 -1.17480
H 4.97822 1.61212 -2.04535
H 4.06233 0.60795 -3.35593
H 3.87756 2.75314 -4.97480
H 5.63115 2.32640 -4.43193
H 5.30279 4.39119 -2.46518
H 5.62622 4.73868 -4.28781
H 3.40317 5.74992 -2.90570
H 3.61677 5.65942 -4.63020
H 1.71633 1.08845 -4.17490
H 1.82924 2.98038 -4.20248
H 0.09757 0.08408 -3.11319
H -1.35172 0.89842 -2.22656
H 0.49040 1.72736 -0.28183
H -0.71182 -1.01259 -1.01061
H 0.87701 -1.36338 -0.06226
H -0.13656 0.73777 1.66849
H -1.07602 -0.96030 1.71363
H -1.85077 1.66654 -0.23599
H -2.77851 0.02363 -0.21994
H -3.17987 0.63049 2.57041
H -4.16662 1.46268 1.17569
H -3.37899 3.16222 3.01613
H -1.53405 2.86189 2.67079
H -1.81586 4.52888 1.09601
H -2.91343 3.55480 0.16582
H 2.18206 -0.04173 -2.14744
H 2.56210 0.28475 0.74220
H 4.07036 0.91979 -0.18699
C 6.41482 -0.71204 1.45750
O 6.69618 0.01719 2.64170
C 6.01019 -0.50301 3.78186
C 6.84693 -0.31135 5.04910
O 7.94954 -1.22467 5.15631
C 9.04666 -0.99695 4.26403
C 9.85755 0.26121 4.59396
O 9.16121 1.42951 4.15691
C 9.43294 2.55980 4.97074
H 5.36859 -0.58078 1.16910
H 7.05684 -0.32937 0.65990
H 6.64186 -1.77511 1.59505
H 5.78694 -1.56875 3.65206
H 5.06863 0.04740 3.87526
H 6.20246 -0.53776 5.90979
H 7.17228 0.72047 5.16329
H 8.71719 -1.00941 3.22315
H 9.70780 -1.86165 4.39015
H 10.81198 0.23281 4.05740
H 10.05106 0.29663 5.66971
H 9.20105 2.34395 6.01874
H 8.78740 3.37835 4.64195
H 10.47754 2.86168 4.86492
C -5.33190 -4.13168 -5.72114
O -4.21858 -3.32438 -6.07049
C -4.36509 -1.97108 -5.63659
C -3.00436 -1.36887 -5.27810
O -2.48068 -1.83180 -4.02396
C -2.01313 -3.18544 -3.99641
C -0.72217 -3.40715 -4.79243
O -1.00369 -3.45314 -6.19224
C 0.07429 -2.97075 -6.97897
H -6.22054 -3.81407 -6.27290
H -5.09882 -5.16700 -5.98303
H -5.51740 -4.08829 -4.64211
H -5.03019 -1.90843 -4.76698
H -4.81007 -1.40952 -6.46415
H -3.14407 -0.28671 -5.14846
H -2.28344 -1.49825 -6.08250
H -2.80090 -3.88057 -4.29362
H -1.79517 -3.39596 -2.94336
H -0.28400 -4.37268 -4.51788
H -0.01048 -2.61027 -4.55918
H 0.34778 -1.95503 -6.67534
H -0.25414 -2.93663 -8.02099
H 0.93438 -3.63915 -6.89534
C -2.90992 -7.79170 -2.91914
O -4.07892 -8.10418 -2.17814
C -4.76281 -6.93819 -1.71563
C -6.27332 -7.18108 -1.66951
O -6.89908 -7.17194 -2.96169
C -6.63112 -8.30159 -3.80062
C -7.29374 -9.59707 -3.31891
O -6.56760 -10.14668 -2.21824
C -7.40202 -10.86085 -1.31969
H -2.15891 -7.33366 -2.27016
H -2.50816 -8.72088 -3.33145
H -3.14893 -7.12504 -3.75522
H -4.55304 -6.07842 -2.36316
H -4.39352 -6.72147 -0.70824
H -6.72796 -6.34195 -1.12492
H -6.51806 -8.08460 -1.11518
H -5.55859 -8.42684 -3.96221
H -7.06387 -8.04874 -4.77506
H -7.27385 -10.33969 -4.12375
H -8.33233 -9.39308 -3.04385
H -8.21701 -10.22319 -0.96215
H -6.79867 -11.15595 -0.45729
H -7.80095 -11.75624 -1.80202
C -1.27894 7.75036 4.62105
O -2.50352 7.34800 5.21418
C -3.15267 6.30836 4.48008
C -3.92297 5.38139 5.42356
O -3.08207 4.48515 6.16588
C -2.29594 5.07490 7.20794
C -3.12117 5.54284 8.41185
O -3.78354 6.77256 8.11200
C -5.01626 6.90751 8.80184
H -1.46330 8.23619 3.65929
H -0.79080 8.46069 5.29332
H -0.61112 6.89126 4.49239
H -2.42544 5.72045 3.90738
H -3.84882 6.78647 3.78368
H -4.55851 4.73228 4.80539
H -4.58782 5.93880 6.07992
H -1.65622 5.86896 6.81761
H -1.62642 4.27882 7.55251
H -2.45549 5.73170 9.26087
H -3.83917 4.76433 8.68446
H -5.67138 6.05652 8.58900
H -5.50967 7.81402 8.44180
H -4.84224 6.99624 9.87671

Properties
2S+1   1
Calculated total energy   -5423.6704 hartree
Total charge   +1

C5H11N | the ωB97M-V functional and the def2-TZVPD basis

Atoms and positions in Å:
C 1.90859 0.47141 0.05096
C 0.55421 -0.27607 0.05480
C 0.31066 -1.19819 -1.17967
N -0.39609 0.86522 0.36039
C -1.79905 0.69326 -0.03868
C -1.40498 0.51732 1.35316
H 1.87103 1.32483 -0.63458
H 2.11854 0.92360 1.04077
H 2.73917 -0.19534 -0.18541
H 0.63053 -0.92563 0.94811
H 0.59329 -0.67463 -2.09486
H -0.67853 -1.66099 -1.44430
H 0.94072 -2.09586 -1.09392
H -2.06689 -0.18265 -0.59555
H -2.32141 1.62163 -0.30671
H -1.70473 1.27986 2.06910
H -1.29505 -0.48778 1.69640

Properties
2S+1   1
ΔE to the lowest compared entry with this formula, charge and spin   1.7988 eV
Total charge   0
SMILES string   CC(C)N1CC1

C4H5ClN2 | the ωB97M-V functional and the def2-TZVPD basis

Atoms and positions in Å:
C 1.31144 0.05825 0.14285
C -1.11273 0.78602 0.16977
C -1.11967 -0.48791 -0.58530
C -0.13735 -0.30580 0.53587
N 2.92897 -1.65985 -0.30119
N 2.16880 -0.83199 -0.11412
Cl 1.89058 1.72224 0.14939
H -0.80916 1.81150 -0.19804
H -2.04934 1.13372 0.69000
H -2.04380 -1.11133 -0.31509
H -0.81769 -0.42474 -1.69018
H -0.21005 -0.69012 1.51603

Properties
2S+1   1
ΔE to the lowest compared entry with this formula, charge and spin   3.8486 eV
Total charge   0

H20O10Xe | the ωB97M-V functional and the def2-TZVPD basis

Atoms and positions in Å:
Xe -0.39043 -0.38920 0.59188
O 2.04642 -0.49399 4.09559
H 2.68428 -0.40615 4.80386
H 2.54657 -0.31702 3.29887
O -3.15257 -3.60595 0.66335
H -2.92182 -4.49775 0.40321
H -3.19851 -3.12005 -0.16007
O 1.28297 -2.80922 -2.36370
H 0.84756 -3.29724 -1.66478
H 2.21560 -2.97707 -2.22858
O -1.21393 1.50360 -2.40812
H -1.02801 1.96226 -3.22744
H -0.49346 0.88062 -2.31300
O 1.18803 0.20987 -2.27562
H 1.72713 0.60509 -1.59048
H 1.23885 -0.73118 -2.10806
O 2.77798 1.29229 -0.38963
H 3.57536 1.54881 -0.85289
H 2.53349 2.06806 0.11499
O -1.15840 2.92730 1.62188
H -0.66752 2.57427 2.36393
H -1.35117 3.83147 1.86999
O 3.66485 -0.24108 1.84937
H 3.21462 0.18703 1.12119
H 3.65488 -1.17134 1.62409
O -3.34098 1.19104 1.20726
H -3.46039 0.97643 0.28211
H -2.55143 1.73179 1.22821
O -3.69283 0.38145 -1.64528
H -2.98102 0.75149 -2.16741
H -3.59611 -0.56565 -1.74469

Properties
2S+1   1
ΔE to the lowest compared entry with this formula, charge and spin   0.5519 eV
Total charge   0

no.,maximum force (eV/A)
1,4.1
2,1.2
3,2.9
4,2.6
5,0.6
6,4.6
7,9.1
8,1.4
9,3.3
10,1.1